{"formula": "C21H18Cl2N2O5Re", "method": "wB97M-V/def2-TZVPD", "symbols": ["Re", "O", "C", "O", "C", "C", "C", "C", "C", "N", "H", "H", "H", "H", "Cl", "C", "C", "C", "Cl", "C", "O", "C", "C", "O", "C", "H", "H", "H", "O", "C", "C", "C", "C", "C", "C", "C", "C", "N", "H", "H", "H", "H", "H", "H", "H", "H", "H", "H", "H"], "xyz": [[0.47704, 0.67711, -0.60689], [4.15256, 0.90439, -2.04942], [3.05538, 1.18716, -1.70836], [2.07684, 0.23855, -1.51149], [2.52872, 2.57794, -1.40283], [3.26916, 3.72514, -1.63116], [2.68196, 4.95299, -1.34541], [1.39068, 4.97442, -0.84490], [0.71726, 3.77614, -0.63456], [1.28021, 2.60062, -0.90935], [4.27003, 3.63487, -2.02827], [3.22250, 5.87108, -1.51230], [0.89670, 5.90699, -0.61212], [-0.28404, 3.75398, -0.22834], [-1.73304, 3.42575, 5.86098], [-1.48919, 2.78639, 4.28000], [-2.50972, 2.85756, 3.33003], [-2.33731, 2.34295, 2.04734], [-3.61331, 2.44715, 0.89488], [-1.13388, 1.75229, 1.68121], [-1.00448, 1.21274, 0.45651], [-0.09168, 1.69608, 2.63348], [1.16889, 1.10316, 2.31798], [1.50114, 0.67219, 1.19532], [-0.28867, 2.20665, 3.94340], [-3.45105, 3.31513, 3.59248], [1.90742, 1.00917, 3.12262], [0.49730, 2.15380, 4.67687], [-0.09654, -1.38115, -0.35869], [0.57642, -2.47706, -1.06590], [0.02438, -2.59732, -2.46648], [0.26922, -1.38167, -3.36260], [-0.76566, -0.29277, -3.30452], [-1.72489, -0.26671, -4.31098], [-2.69180, 0.71766, -4.35296], [-2.66755, 1.70199, -3.37555], [-1.69270, 1.63832, -2.40697], [-0.76545, 0.65986, -2.33962], [-0.33430, -1.68043, 0.52867], [0.38660, -3.37340, -0.47256], [1.64710, -2.24258, -1.05146], [-1.03145, -2.86216, -2.44252], [0.54733, -3.44748, -2.91317], [0.26145, -1.73752, -4.39643], [1.27140, -0.97889, -3.19144], [-1.69306, -1.03142, -5.06952], [-3.43356, 0.72668, -5.13489], [-3.38208, 2.50571, -3.35794], [-1.65871, 2.38384, -1.62869]], "atomic_forces_ev_per_a": [[0.1801, 0.1551, -0.2521], [-0.2589, 0.2462, -0.0296], [0.3073, 0.3356, 0.2662], [-0.2835, 0.0106, 0.1011], [0.5998, -0.1358, -0.3351], [-0.2358, -0.3183, 0.0646], [-0.0558, -0.1901, 0.0189], [-0.1137, -0.1838, 0.0600], [0.0237, 0.4264, 0.0775], [-0.0021, -0.1793, -0.1352], [0.0304, -0.0142, -0.0101], [0.0528, 0.0912, -0.0234], [-0.0160, -0.0103, 0.0063], [-0.0650, 0.0345, 0.0028], [-0.0027, -0.0898, -0.2533], [-0.0475, 0.0333, 0.0227], [0.0693, -0.1272, -0.2788], [-0.2361, 0.2286, 0.3089], [0.0787, -0.0130, 0.0500], [0.1023, 0.0806, 0.0750], [0.0648, -0.2794, 0.3814], [-0.1766, 0.1652, 0.3413], [0.0668, 0.0888, 0.1782], [-0.1463, -0.0891, -0.0534], [-0.0146, -0.2001, -0.6210], [-0.1103, 0.0405, 0.0062], [-0.0376, 0.0015, -0.1417], [0.2299, -0.0652, 0.0813], [-0.3179, 0.1035, 0.2320], [0.1679, -0.1009, -0.0120], [0.2680, -0.2035, 0.1884], [0.2395, 0.0428, -0.2599], [-0.0718, -0.1531, -0.1312], [0.0071, 0.1236, 0.1223], [0.1278, 0.0445, 0.1601], [0.2018, -0.1340, 0.0994], [-0.2198, 0.1694, -0.0949], [0.1170, -0.0250, 0.0369], [0.0449, 0.1370, -0.0323], [0.0776, 0.0259, -0.1770], [-0.1946, -0.1859, -0.0984], [-0.0915, 0.0061, 0.0540], [-0.0368, 0.0127, 0.0168], [0.0389, 0.0730, 0.1388], [-0.1598, -0.0697, -0.0288], [0.0045, -0.0873, -0.0742], [-0.1023, 0.0049, -0.0929], [-0.1042, 0.1289, 0.0054], [0.0003, 0.0445, 0.0388]], "lowdin_charge": [1.731, 0.222, -0.435, -0.204, -0.150, 0.063, 0.014, 0.009, -0.068, -0.037, 0.145, 0.134, 0.130, 0.119, 0.768, -0.636, -0.052, -0.564, 0.784, -0.312, -0.254, -0.112, -0.080, -0.093, -0.012, 0.126, 0.164, 0.129, -0.176, -0.153, -0.137, -0.121, -0.217, 0.021, 0.010, -0.008, -0.105, -0.038, 0.133, 0.143, 0.129, 0.134, 0.139, 0.130, 0.111, 0.133, 0.132, 0.125, 0.084], "energy_ha": -2294.9470, "charge": 2, "orbital_gap_ev": [6.4339, 7.0620], "multiplicity": 2}



{"formula": "C21H18Cl5N3O4SV", "method": "wB97M-V/def2-TZVPD", "symbols": ["V", "Cl", "C", "C", "C", "Cl", "C", "Cl", "C", "Cl", "C", "Cl", "C", "C", "C", "C", "C", "C", "C", "H", "H", "H", "H", "H", "C", "C", "S", "O", "O", "C", "C", "N", "C", "N", "C", "C", "N", "O", "O", "C", "H", "H", "H", "H", "H", "H", "H", "H", "H", "H", "H", "H", "H"], "xyz": [[0.09257, 0.73076, -2.11558], [-0.03975, 3.02444, -2.77304], [1.40999, 2.27213, -3.52894], [1.66120, 0.91224, -3.19186], [2.79427, 0.25513, -3.63061], [3.05085, -1.36216, -3.19328], [3.70405, 0.89511, -4.48388], [5.08392, 0.08318, -5.02737], [3.40032, 2.22277, -4.89657], [4.41841, 3.01781, -6.00389], [2.26350, 2.92557, -4.41502], [1.88682, 4.55673, -4.88632], [-0.98743, -0.18193, -3.06928], [-1.86621, -0.72720, -3.98309], [-3.12591, -1.32233, -3.68777], [-3.95986, -1.70141, -4.73362], [-3.57416, -1.53416, -6.07880], [-2.33042, -0.95358, -6.39368], [-1.48596, -0.56386, -5.38465], [-3.38474, -1.44928, -2.64828], [-4.95125, -2.12588, -4.52588], [-4.25726, -1.85222, -6.87251], [-2.05877, -0.74727, -7.43331], [-0.51653, -0.07590, -5.58564], [-1.09612, -0.17670, 8.37368], [-1.03501, -0.84262, 6.98733], [-0.44808, 0.38897, 5.76622], [0.85394, 0.91300, 6.19657], [-1.55262, 1.35749, 5.54573], [-0.19065, -0.52884, 4.23404], [0.78185, 0.24529, 3.34192], [0.78239, -0.15515, 1.90253], [0.07880, 0.40300, 0.86714], [0.49484, -0.08736, -0.30339], [1.39758, -1.08555, -0.06602], [1.59714, -1.12561, 1.28074], [2.58578, -1.94476, 1.91378], [2.76169, -1.78785, 3.12711], [3.16074, -2.72052, 1.17039], [-1.02351, 1.34108, 0.96778], [-1.53320, -0.85853, 9.07877], [-1.70864, 0.74694, 8.32603], [-0.08124, 0.06242, 8.69405], [-2.01034, -1.17212, 6.63272], [-0.32853, -1.67086, 6.97877], [-1.19523, -0.68101, 3.80984], [0.19273, -1.49553, 4.54831], [1.80094, 0.14746, 3.71699], [0.54564, 1.33376, 3.38312], [1.84426, -1.63450, -0.87636], [-0.66228, 2.36934, 0.82567], [-1.49345, 1.26666, 1.93454], [-1.74702, 1.09343, 0.18490]], "atomic_forces_ev_per_a": [[-1.9546, -1.0166, -0.0575], [0.3169, 0.2516, -0.5582], [1.5201, -1.7150, -0.2527], [0.2285, 1.1994, -0.6266], [-0.1075, 1.0427, -0.6539], [0.0415, -0.7659, 0.2399], [-1.0095, 1.0741, 0.1302], [0.2897, 0.0450, -0.2021], [-0.3644, -0.1818, 0.4098], [0.1909, 0.0563, -0.1029], [-0.3365, 0.1735, 0.1453], [0.3303, -0.6223, 0.0812], [1.7425, 1.4358, 2.3632], [-1.2618, -0.9212, -3.2454], [1.1262, 0.5183, -0.5232], [-0.2193, -0.1499, -0.5120], [0.1537, 0.1070, 0.5720], [-0.6042, -0.0950, -0.3013], [0.1296, 0.2392, 1.7611], [-0.2590, -0.0606, 0.0435], [0.5518, 0.1513, -0.0166], [0.2969, 0.1876, 0.3036], [-0.0929, -0.2775, 0.3683], [-0.6250, -0.3468, 0.0216], [0.0749, 0.7284, -0.9205], [0.2569, 0.5569, -0.2361], [-0.7038, 2.0929, 1.0628], [-1.3299, -0.8175, -0.6729], [1.8031, -1.6905, 0.0458], [-0.4050, -0.2425, 0.0105], [-0.2294, 0.9957, -0.0853], [0.0884, -0.6269, -1.0087], [1.5673, -1.1044, 0.6672], [-0.7198, -0.4999, 0.6175], [0.0507, 0.5464, 0.5716], [-0.2468, 0.5655, -0.1693], [0.2088, -0.2039, 0.7766], [-0.0138, -0.4642, -1.3300], [-0.1741, 0.4196, 0.8468], [-0.2026, 0.9285, -0.1272], [-0.2394, -0.3219, 0.2874], [0.3884, -0.5400, 0.1197], [-0.1569, 0.1117, 0.0524], [-0.0224, 0.0045, -0.0312], [0.0428, -0.0345, -0.0733], [0.3762, 0.1709, -0.0293], [0.2495, -0.1514, -0.1931], [-0.2592, -0.0515, -0.1373], [0.0311, -0.7450, -0.2015], [0.1328, -0.1314, 0.2289], [-0.2353, -0.0985, 0.1018], [-0.3290, 0.1426, 0.2786], [-0.0874, 0.1315, 0.1604]], "lowdin_charge": [0.654, 0.772, -0.590, -0.293, -0.706, 0.775, -0.705, 0.761, -0.674, 0.744, -0.667, 0.710, -0.075, -0.299, -0.026, -0.068, -0.048, -0.075, -0.023, 0.109, 0.115, 0.114, 0.116, 0.118, -0.105, -0.279, 0.695, -0.317, -0.345, -0.213, -0.124, 0.094, -0.297, -0.003, 0.005, -0.102, -0.314, 0.095, 0.124, 0.029, 0.073, 0.093, 0.081, 0.101, 0.099, 0.114, 0.101, 0.122, 0.145, 0.084, 0.113, 0.094, 0.100], "energy_ha": -4918.9384, "charge": 1, "orbital_gap_ev": [7.2231, 7.3046]}



{"formula": "C21H18F10N3O3Pd", "method": "wB97M-V/def2-TZVPD", "symbols": ["Pd", "C", "N", "C", "C", "N", "C", "C", "F", "C", "F", "C", "F", "C", "F", "C", "F", "C", "C", "N", "C", "C", "F", "C", "F", "C", "F", "C", "F", "C", "F", "H", "H", "H", "H", "H", "H", "H", "H", "H", "H", "H", "C", "C", "C", "O", "C", "O", "O", "H", "H", "H", "H", "H", "H", "H"], "xyz": [[-0.37490, 0.49094, 0.31829], [0.88789, 2.99158, 0.98731], [1.24715, 1.59216, 0.68088], [2.04747, 1.49066, -0.57356], [1.17426, 1.76128, -1.79529], [-0.10712, 1.09873, -1.57027], [-1.15494, 1.21910, -2.42414], [-1.10841, 1.61386, -3.77280], [0.07579, 1.90379, -4.34073], [-2.23453, 1.68548, -4.57271], [-2.10487, 2.04766, -5.84407], [-3.48912, 1.36078, -4.08118], [-4.56711, 1.41119, -4.86148], [-3.58647, 0.97210, -2.75815], [-4.76699, 0.65100, -2.22766], [-2.45175, 0.92194, -1.97913], [-2.61877, 0.57072, -0.65184], [1.89667, 0.91635, 1.83986], [0.86967, 0.62323, 2.92784], [-0.35252, 0.11022, 2.29290], [-1.57954, 0.22777, 2.89342], [-2.62244, -0.58281, 2.41851], [-2.33814, -1.48837, 1.41250], [-3.91375, -0.59302, 2.89345], [-4.81097, -1.41978, 2.35543], [-4.25442, 0.24386, 3.93895], [-5.49065, 0.26322, 4.42437], [-3.27174, 1.07208, 4.45515], [-3.57572, 1.90795, 5.43984], [-1.98712, 1.07702, 3.93727], [-1.13595, 1.97374, 4.46336], [1.80309, 3.57844, 1.10778], [0.30962, 3.02642, 1.90688], [0.29282, 3.40219, 0.17654], [2.41480, 0.46635, -0.61756], [2.90618, 2.16632, -0.51926], [1.71082, 1.37913, -2.66715], [1.04964, 2.83843, -1.95803], [2.72310, 1.53000, 2.21165], [2.30260, -0.01813, 1.45893], [0.70547, 1.50474, 3.54478], [1.30686, -0.13739, 3.58381], [-0.96208, -3.42616, -2.63037], [-1.57701, -3.09979, -1.33680], [-1.99151, -4.12606, -0.36436], [-1.86976, -1.87887, -1.16562], [1.73870, -3.14455, -0.27131], [1.71457, -4.23860, -0.65213], [1.70630, -2.04545, 0.09511], [-1.80703, -3.71224, -3.27310], [-0.29637, -4.28300, -2.56490], [-0.48743, -2.55417, -3.07590], [-3.02534, -4.39005, -0.62434], [-1.99675, -3.74042, 0.65505], [-1.38488, -5.02314, -0.45218], [-2.38393, -1.67722, -0.34462]], "atomic_forces_ev_per_a": [[-0.1993, 0.9344, 0.1318], [0.0301, -0.0020, 0.0199], [0.0875, -0.2963, 0.0235], [-0.0417, -0.0295, -0.0435], [0.0016, 0.1252, 0.0983], [0.1214, -0.5243, -0.1588], [-0.0569, 0.1780, 0.0250], [0.0027, -0.0147, 0.0004], [0.0051, 0.0014, -0.0034], [-0.0025, -0.0052, -0.0157], [-0.0029, 0.0064, -0.0084], [0.0261, -0.0057, 0.0197], [-0.0016, 0.0040, -0.0032], [-0.0258, -0.0055, 0.0020], [0.0052, -0.0056, -0.0078], [0.0085, 0.0202, 0.0455], [0.0331, -0.1237, -0.0513], [0.0158, -0.0551, 0.0244], [-0.0474, 0.0977, 0.0160], [0.1296, -0.1250, -0.1510], [-0.0225, -0.1067, 0.0327], [-0.0042, -0.0409, -0.0285], [0.0035, 0.0039, -0.0144], [0.0188, 0.0075, 0.0052], [-0.0057, 0.0003, 0.0004], [0.0100, 0.0070, 0.0106], [0.0008, 0.0005, -0.0042], [-0.0193, 0.0004, -0.0058], [-0.0013, 0.0003, 0.0015], [0.0069, 0.0073, 0.0096], [-0.0012, -0.0180, 0.0162], [-0.0018, -0.0003, 0.0180], [-0.0122, 0.0007, -0.0088], [0.0143, 0.0112, -0.0062], [0.0110, -0.0006, 0.0218], [-0.0213, 0.0320, -0.0280], [-0.0336, 0.0211, -0.0219], [-0.0054, 0.0087, 0.0356], [-0.0146, -0.0007, 0.0319], [0.0162, 0.0035, -0.0179], [0.0156, 0.0370, -0.0726], [-0.0338, 0.0301, 0.0652], [0.0835, 0.0551, 0.0702], [-0.4067, -0.0695, -0.1949], [0.0800, 0.0367, 0.0304], [-0.0662, -0.1120, -0.0413], [-0.0984, 0.0477, 0.0147], [0.0092, -0.0037, 0.0058], [0.1339, -0.0789, -0.0171], [0.0282, -0.0309, -0.0214], [0.0118, 0.0129, 0.0151], [0.0069, -0.0030, 0.0056], [0.0016, -0.0210, 0.0056], [-0.0024, 0.0011, -0.0043], [0.0058, 0.0022, 0.0133], [0.2041, -0.0160, 0.1145]], "lowdin_charge": [1.030, -0.026, -0.316, -0.159, -0.212, -0.122, -0.198, -0.137, 0.095, -0.145, 0.141, -0.151, 0.131, -0.156, 0.129, -0.143, 0.005, -0.163, -0.204, -0.127, -0.190, -0.129, 0.004, -0.149, 0.128, -0.143, 0.141, -0.139, 0.146, -0.130, 0.091, 0.110, 0.092, 0.093, 0.106, 0.137, 0.118, 0.122, 0.138, 0.097, 0.099, 0.126, 0.051, -0.291, 0.056, 0.181, -0.396, 0.217, 0.190, 0.140, 0.105, 0.118, 0.141, 0.106, 0.112, 0.131], "energy_ha": -2327.2129, "charge": 1, "orbital_gap_ev": 5.1245}



For reference, strongest force on any atom by record: 0.014; 0.070; 0.019 hartree/bohr.